C8H15F6N5O14S6Sr as an isolated structure. Source: OMol25; level of theory: ωB97M-V with the def2-TZVPD basis set.

Geometry as XYZ:
```
55
Properties=species:S:1:pos:R:3:mulliken_charge:R:1
Sr -1.246 0.437 0.405 2.69
S -1.506 -2.036 -2.163 0.88
S -4.973 0.238 0.152 0.77
S -0.215 3.594 1.859 0.95
S -4.147 1.589 2.075 0.81
S -1.204 4.101 -0.356 0.75
S -0.565 -0.112 -3.403 0.91
F 0.145 1.287 -3.077 -0.29
F -1.367 3.304 -1.769 -0.30
F -2.091 -2.193 -0.685 -0.24
F -4.278 -0.251 -1.226 -0.25
F -2.754 1.568 2.836 -0.24
F 0.153 2.241 2.586 -0.21
O -0.568 -3.103 -2.220 -0.59
O -1.261 4.085 2.676 -0.57
O -5.512 -0.992 0.633 -0.60
O -5.008 0.995 3.030 -0.61
O -0.188 5.008 -0.788 -0.63
O 1.036 4.255 1.772 -0.57
O -4.287 2.936 1.695 -0.48
O -2.717 -2.099 -2.885 -0.57
O -1.673 0.284 -4.191 -0.58
O -5.882 1.231 -0.303 -0.58
O -2.527 4.548 -0.161 -0.53
O 1.791 -2.869 3.231 -0.92
O 0.489 -0.876 -3.990 -0.62
O -0.280 -0.795 2.344 -0.93
N 2.801 -2.274 -0.794 0.34
N -0.864 -0.495 -1.875 -0.11
N 2.692 -0.257 -0.084 0.80
N -0.738 2.823 0.451 -0.22
N -3.601 0.652 0.798 -0.41
C 0.057 -1.952 1.658 1.77
C 3.715 -2.167 0.236 -0.57
C 2.479 -3.463 -1.559 -0.98
C 2.236 1.109 0.125 0.19
C 0.849 -3.116 2.318 -0.62
C 3.260 2.192 -0.153 -1.63
C 3.638 -0.899 0.677 -0.29
C 2.199 -1.115 -0.960 -1.03
H 4.218 -0.375 1.413 0.46
H 1.907 -3.234 -2.456 0.35
H 1.366 -0.985 -1.625 0.60
H 3.950 1.888 -0.949 0.44
H 3.345 -4.087 -1.748 0.35
H 0.088 -3.833 2.719 0.25
H 1.312 -3.618 1.406 -0.09
H 4.226 -3.059 0.544 0.45
H 0.648 -1.606 0.729 -0.83
H 3.896 2.361 0.716 0.37
H -0.833 -2.411 1.175 0.08
H 2.826 3.124 -0.508 0.37
H 1.872 1.219 1.149 0.44
H 1.737 -4.023 -0.977 0.38
H 1.355 1.224 -0.506 -0.29
```

* largest force on an atom: 0.1178 Eh/bohr
* net charge: -2
* LUMO energy: 0.143 hartree
* Kohn-Sham gap: 4.61 eV